# 1
75
Properties=species:S:1:pos:R:3:forces:R:3:nbo_charge:R:1 method="wB97M-V/def2-TZVPD" e_above_lowest_ev=0.326 e_lumo_ev=1.429 e_tot_ev=-363135.769 charge=-1 e_homo_ev=-5.3 orbital_gap_ev=6.76
Ca -1.294 0.301 1.263 1.2 1.8 -0.8 1.67
O -2.307 -3.192 0.084 0.2 0.2 0.1 -0.98
S -1.908 -1.898 0.580 -0.9 -1.5 -0.4 2.49
O -1.133 -1.074 -0.476 -0.5 -1.3 0.9 -1.12
O -1.070 -1.913 1.835 0.0 -0.7 -1.2 -1.09
O -3.065 -1.004 1.004 0.1 -0.8 -1.0 -1.11
Se -2.344 2.171 2.676 -0.8 2.0 1.7 -0.44
Sb -2.199 2.218 5.319 -0.3 0.6 -0.2 1.05
Se -0.644 3.763 6.296 0.1 -0.2 -0.2 -0.67
Se -4.377 2.416 6.247 0.0 -0.4 -0.1 -0.61
Se -1.448 0.283 3.825 -0.3 -0.1 2.9 -0.23
C -4.260 -2.937 -4.370 0.0 0.0 0.0 -0.63
C -4.089 -1.761 -3.448 0.0 0.1 -0.1 0.00
C -3.021 -0.884 -3.591 -0.1 0.1 0.0 -0.21
C -2.851 0.175 -2.714 0.1 0.1 0.1 -0.20
C -3.752 0.351 -1.682 0.4 -0.3 0.2 -0.17
C -4.838 -0.496 -1.531 0.0 0.0 0.1 -0.19
C -5.005 -1.541 -2.422 0.0 0.0 0.0 -0.21
S -3.395 1.511 -0.362 0.3 0.8 -1.2 1.26
C -3.968 2.941 -1.290 -0.2 0.2 0.2 -0.80
O -1.876 1.789 -0.319 -1.6 -0.1 -0.6 -1.04
H -3.494 -2.945 -5.145 0.0 0.0 0.0 0.21
H -5.237 -2.911 -4.857 0.0 0.0 0.0 0.21
H -4.194 -3.873 -3.812 0.0 0.0 0.0 0.23
H -2.287 -1.052 -4.371 0.0 0.0 0.0 0.20
H -1.994 0.834 -2.792 0.1 -0.1 0.1 0.23
H -5.517 -0.365 -0.698 0.1 -0.1 0.1 0.23
H -5.831 -2.229 -2.286 0.0 0.0 0.0 0.21
H -3.358 3.021 -2.188 0.0 0.0 0.0 0.23
H -3.857 3.826 -0.665 0.0 0.0 0.0 0.23
H -5.015 2.783 -1.545 0.0 0.0 0.0 0.23
N 1.208 0.892 5.986 0.2 -0.3 -0.1 -0.54
C 1.397 -0.451 5.757 -0.1 0.1 0.0 -0.13
C 2.116 -0.523 4.600 0.2 0.1 0.0 -0.10
N 2.377 0.738 4.118 0.0 -0.1 0.0 -0.47
C 1.803 1.555 4.963 0.1 0.0 0.1 0.17
H 0.716 1.327 6.747 -0.1 0.1 0.0 0.43
H 0.993 -1.216 6.397 0.0 0.0 0.0 0.21
H 2.491 -1.402 4.102 -0.1 0.0 0.0 0.20
H 1.789 2.630 4.903 0.0 0.0 0.0 0.21
O 0.828 0.372 1.420 1.1 -0.7 -1.3 -1.14
P 1.530 -0.054 0.142 2.2 0.9 1.0 1.95
C 3.286 0.431 0.476 0.0 0.0 0.1 -0.41
C 3.495 1.659 1.107 0.0 0.0 0.0 -0.15
C 4.762 2.064 1.486 0.0 0.0 0.0 -0.20
C 5.857 1.243 1.251 0.0 0.0 0.0 -0.20
C 5.667 0.015 0.641 0.0 0.0 0.0 -0.24
C 4.391 -0.389 0.264 0.0 0.0 0.0 -0.13
C 1.108 1.042 -1.248 -0.2 -0.2 -0.1 -0.42
C 0.924 0.642 -2.568 -0.1 -0.1 0.0 -0.12
C 0.760 1.585 -3.571 -0.1 0.0 0.0 -0.25
C 0.719 2.938 -3.260 0.0 0.0 0.0 -0.20
C 0.816 3.338 -1.935 0.0 0.0 0.0 -0.20
C 1.022 2.399 -0.939 -0.1 0.0 0.0 -0.16
C 1.792 -1.756 -0.399 -0.6 -0.1 -0.3 -0.42
C 1.346 -2.856 0.320 -0.1 0.1 0.2 -0.15
C 1.355 -4.117 -0.259 0.1 0.0 0.0 -0.20
C 1.853 -4.297 -1.539 0.0 0.1 0.0 -0.18
C 2.414 -3.221 -2.216 0.0 0.0 0.0 -0.24
C 2.391 -1.958 -1.646 0.0 0.0 0.0 -0.20
H 2.657 2.298 1.340 0.0 -0.1 0.1 0.22
H 4.891 3.016 1.985 0.0 0.0 0.0 0.21
H 6.849 1.553 1.555 0.0 0.0 0.0 0.21
H 6.509 -0.639 0.455 0.0 0.0 0.0 0.20
H 4.273 -1.365 -0.184 0.0 0.0 0.0 0.21
H 0.857 -0.409 -2.811 0.1 0.0 0.0 0.23
H 0.644 1.259 -4.597 0.0 0.0 0.0 0.21
H 0.588 3.672 -4.045 0.0 0.0 0.0 0.21
H 0.719 4.384 -1.671 0.0 0.0 0.0 0.21
H 1.064 2.724 0.091 0.0 0.0 0.0 0.23
H 0.934 -2.723 1.311 -0.2 0.1 -0.1 0.27
H 0.928 -4.948 0.287 0.0 0.0 0.0 0.22
H 1.809 -5.270 -2.012 0.0 0.0 0.0 0.21
H 2.847 -3.356 -3.199 0.0 0.0 0.0 0.21
H 2.855 -1.132 -2.167 -0.1 0.0 -0.1 0.22

---

# 2
73
Properties=species:S:1:pos:R:3:forces:R:3:mulliken_spin:R:1 method="wB97M-V/def2-TZVPD" e_lumo_ev="3.695 / 1.860" multiplicity=2 e_tot_ev=-85926.933 charge=-2 e_homo_ev="-4.5 / -3.9" orbital_gap_ev="8.21 / 5.80"
N 15.714 -0.591 -4.094 4.9 -4.2 1.1 0.00
S 15.614 0.494 -5.104 -6.6 5.4 -4.3 0.00
O 15.305 0.141 -6.493 1.2 0.8 1.7 0.00
O 16.291 1.737 -4.820 0.3 -0.5 -0.5 0.00
F 14.117 0.786 -4.587 -0.6 1.0 0.0 0.00
S 17.239 -1.069 -4.640 -0.5 -2.4 -1.6 0.00
O 18.278 -0.181 -4.196 -0.1 -1.0 -0.3 0.00
O 17.188 -1.584 -6.041 1.1 1.1 3.6 0.00
F 17.344 -2.376 -3.776 0.3 -0.2 0.4 0.00
O 11.279 0.752 -4.427 -3.3 -0.9 0.2 0.28
C 9.939 0.383 -4.625 2.9 1.4 -1.2 0.03
C 9.215 -0.785 -3.894 0.7 -3.5 3.1 0.06
O 9.876 -2.004 -3.528 -0.9 2.7 -1.6 0.59
H 9.741 0.133 -5.667 0.4 -0.4 -0.6 0.01
H 9.259 1.226 -4.500 -0.6 0.5 0.7 0.00
H 8.238 -1.036 -4.308 -0.1 0.1 -1.1 -0.04
H 8.884 -0.383 -2.936 0.4 0.5 0.6 0.06
C 12.147 -1.958 -6.699 2.3 -1.7 -1.7 0.00
O 12.700 -2.373 -5.754 2.7 -0.7 4.0 0.00
N 10.877 -1.957 -6.817 -6.1 1.1 0.3 0.00
N 12.671 -1.802 -7.908 2.1 0.9 -3.4 0.00
H 10.519 -1.936 -7.761 -0.8 -0.1 0.9 0.00
H 10.393 -2.120 -5.946 -0.5 0.0 -0.5 0.01
H 13.622 -2.025 -8.163 -0.2 0.4 0.6 0.00
H 12.091 -1.351 -8.601 0.7 0.0 0.0 0.00
C 10.060 4.970 -5.794 1.7 -0.6 1.8 0.00
O 9.520 5.894 -6.191 -4.4 7.9 -4.7 0.00
N 11.212 5.013 -5.264 6.4 -0.3 2.7 0.00
N 9.468 3.856 -5.647 -3.5 -6.9 0.4 0.00
H 11.842 5.801 -5.311 -0.6 -0.1 0.0 0.00
H 11.587 4.163 -4.867 0.4 0.3 -0.1 0.00
H 8.836 3.588 -6.388 0.0 -0.1 0.4 0.00
H 9.885 3.135 -5.077 0.0 -0.2 -0.5 0.00
C 12.894 2.576 -7.826 -2.2 -0.3 0.4 0.00
O 13.131 3.396 -8.644 1.4 2.1 -3.9 0.00
N 12.073 1.503 -8.013 -0.1 -0.8 -0.5 0.00
N 13.153 2.772 -6.569 0.5 -0.3 3.4 0.00
H 11.581 1.434 -8.893 0.1 -0.1 0.5 0.00
H 11.868 0.965 -7.183 -0.3 -0.4 -0.5 0.00
H 13.764 3.512 -6.254 -0.3 -0.4 -0.1 0.00
H 12.582 2.206 -5.957 0.8 0.2 1.0 0.00
C 12.093 3.578 -2.131 -0.2 2.9 0.6 0.00
O 12.559 4.482 -1.483 0.8 1.5 1.5 0.00
N 12.700 2.875 -3.016 3.0 -2.7 -2.5 0.00
N 10.801 3.329 -2.235 -3.1 -0.1 1.1 0.00
H 12.186 2.012 -3.118 1.1 -0.8 -1.5 0.00
H 13.698 2.945 -3.153 -0.1 -0.5 0.3 0.00
H 10.575 2.496 -2.759 -0.9 0.4 0.1 0.00
H 10.188 3.955 -1.731 -0.3 -0.8 -0.1 0.00
C 9.600 1.545 0.695 -1.5 1.5 -1.7 0.00
O 8.886 2.534 0.514 0.2 -0.4 -0.3 0.00
N 10.167 1.338 1.869 1.0 -0.9 1.6 0.00
N 9.840 0.609 -0.262 0.0 -0.4 -0.3 0.00
H 9.847 1.926 2.626 0.3 -0.4 -0.1 0.00
H 10.689 0.480 1.973 -0.1 0.4 0.7 0.00
H 10.428 -0.192 -0.075 0.0 0.3 -0.3 0.00
H 9.679 0.868 -1.224 0.1 -0.1 0.3 0.00
C 5.908 0.572 -7.104 -1.3 1.6 -3.0 0.00
O 5.174 0.761 -8.092 0.2 -0.4 1.2 0.00
N 6.580 1.547 -6.536 1.2 2.2 1.0 0.00
N 6.150 -0.612 -6.589 -0.4 -3.0 0.6 0.00
H 6.324 2.491 -6.787 0.4 -0.2 0.1 0.00
H 7.226 1.337 -5.788 -0.2 0.5 -0.1 0.00
H 6.688 -0.713 -5.740 -0.4 -0.1 -0.1 0.00
H 5.342 -1.194 -6.756 0.5 -0.6 0.2 0.00
C 9.223 -5.374 -4.510 -1.5 -1.2 0.0 0.00
O 8.641 -6.409 -4.711 -0.5 -2.7 0.5 0.00
N 9.781 -4.922 -3.398 0.8 -1.0 2.0 0.00
N 9.248 -4.429 -5.397 0.5 3.6 -2.7 0.00
H 10.170 -3.994 -3.485 0.4 -0.2 1.3 0.00
H 9.768 -5.548 -2.606 0.4 0.7 0.0 0.00
H 8.698 -4.397 -6.244 0.1 -0.3 0.5 0.00
H 9.450 -3.590 -4.873 -0.2 1.1 -1.4 -0.01